1.
Molecular formula: C15H15Cl2N3O2
Method: DFT, the ωB97M-V functional and the def2-TZVPD basis

The geometry in XYZ format:
```
37
Properties=species:S:1:pos:R:3:forces:R:3:mulliken_charge:R:1
C 0.0408 1.9488 0.3920 -4.9 -0.5 0.9 -0.605
C 4.8829 -1.4504 1.3736 3.1 5.0 -6.4 -0.879
C 3.2287 0.1631 0.5282 -0.8 1.6 -3.1 0.449
H 3.7450 1.5165 -0.8593 -0.2 2.9 -2.4 0.599
C -0.5293 0.5340 0.8125 2.4 7.3 -3.2 0.930
C 3.7150 -0.8469 1.2706 -8.0 -2.4 6.1 0.068
H 5.1859 -2.2026 1.8535 1.2 -5.8 4.6 0.644
H -1.1737 -1.7900 0.7634 2.6 -2.2 0.1 0.788
C 0.6647 -0.1590 0.5574 5.0 -9.1 2.0 0.213
C -2.7684 1.0874 0.7204 -4.3 0.5 1.3 -0.571
H -2.8202 -1.4448 1.3190 0.4 -1.1 -1.0 0.348
H -3.0894 -2.5324 -0.8294 1.6 3.2 -0.2 0.342
O 0.8074 -1.6401 0.6520 -0.7 9.3 -0.9 -0.632
C -3.4911 1.0412 -0.6626 -3.8 -8.4 10.9 -1.340
H -3.5384 0.5712 1.5126 1.0 2.3 -1.7 0.351
H -4.3913 1.4603 -0.6062 -3.3 2.1 -0.2 0.620
N 1.8154 0.7392 0.5379 2.0 -11.8 0.9 0.208
C 5.3515 0.1786 -0.2720 4.0 -0.9 -2.6 0.400
C 1.4539 1.9343 0.3284 0.6 4.5 0.7 0.708
H -2.9137 1.1731 -1.3137 8.2 3.3 -10.1 0.722
Cl 6.5447 1.0546 -1.4243 -0.5 -0.9 1.2 -0.264
O 2.3250 2.7716 0.2911 -0.3 2.1 -0.8 -0.661
H -4.9471 -1.5775 -1.9873 -3.6 -10.5 -0.2 0.595
N -1.7443 0.1210 0.8629 1.2 -0.2 -0.5 -0.143
H -1.9595 -1.1788 -1.5302 2.1 0.4 -2.3 0.393
Cl -0.7143 3.6390 0.1967 0.8 -2.4 0.3 -0.212
H -4.1443 -0.5759 -2.9036 0.5 0.0 0.3 0.403
H -5.5422 -0.1034 -2.1424 1.0 0.0 1.6 0.299
C -4.6284 -0.7366 -1.9077 3.0 9.8 -2.2 -1.266
N -3.7603 -0.5192 -0.7904 -2.5 3.9 0.5 -0.147
C -2.0447 -1.3563 0.5045 -1.8 4.5 7.2 -1.540
H 2.8732 -1.3597 2.1263 2.3 1.8 -2.7 -0.023
C 5.8726 -0.9814 0.4840 -15.8 5.5 -1.4 -0.956
C -2.5875 -1.2757 -0.7312 -5.4 -6.3 -3.9 -0.088
H 6.7413 -1.0642 0.5573 13.5 -2.0 0.7 0.722
C 4.1033 0.6461 -0.5124 -1.0 -2.9 5.4 -0.846
H -2.5634 2.2150 0.8287 0.4 -2.2 0.9 0.372
```
Positions in Å, forces in eV/Å.

Computed properties:
Lowest unoccupied orbital energy, eV: -2.05

2.
Molecular formula: C13H11F5N7O8PbS
Method: DFT, the ωB97M-V functional and the def2-TZVPD basis

The geometry in XYZ format:
```
46
Properties=species:S:1:pos:R:3:forces:R:3:mulliken_charge:R:1
Pb 9.0594 9.2624 8.2663 0.1 -0.1 -1.2 1.194
O 9.2541 10.3936 10.0583 -0.4 1.5 1.2 -0.776
C 6.8789 13.7813 10.4332 -0.2 -0.7 1.1 0.640
H 6.8336 10.0823 3.9863 0.2 -0.8 0.5 0.316
H 6.5882 8.3288 3.9417 -0.1 -0.6 -0.4 0.501
O 12.6252 4.3091 11.0349 0.4 0.1 -0.2 -0.648
H 11.2217 9.1795 10.9715 -0.4 -0.1 0.0 0.221
N 6.1160 12.2048 7.5556 0.0 -0.2 -0.4 0.111
O 6.0380 8.8300 6.8590 0.8 -0.5 1.3 -0.518
C 6.9448 9.1276 4.5651 0.2 1.2 0.6 -0.569
H 4.0931 9.5889 5.8326 0.7 0.2 -0.3 0.376
H 9.0712 8.2184 11.0558 0.3 -0.8 0.4 0.224
S 13.4609 10.2709 9.0865 0.6 0.2 0.2 -0.477
H 8.8837 5.4868 10.8065 0.3 -0.6 -0.5 0.297
C 9.1258 10.0572 5.0290 -0.7 -1.4 -1.9 -0.884
N 8.5545 6.2453 11.3613 -0.4 0.4 0.2 -0.834
C 12.1646 10.0451 8.1697 1.1 0.1 1.1 0.321
H 8.5296 5.9018 12.3112 0.1 0.1 0.2 0.248
F 10.0206 12.7538 8.9657 0.7 0.6 -0.1 -0.321
C 8.5573 11.5514 10.2908 0.5 -1.0 -0.8 0.061
O 13.2444 6.3436 10.5548 -0.5 -1.0 0.1 -0.718
H 9.3476 10.3299 3.9839 -0.6 0.3 0.2 0.337
N 11.5904 8.2561 11.1594 1.6 -1.3 -1.5 -0.365
O 7.7699 12.0039 5.2807 -0.2 0.0 -0.5 -0.708
C 10.8102 7.1480 11.1794 -0.1 0.1 0.9 0.739
F 8.5181 15.0212 9.3694 0.4 1.3 -0.9 -0.358
C 8.4923 11.1683 5.8197 0.3 0.6 1.0 0.871
O 4.8304 9.6716 5.1882 -1.1 -0.1 0.4 -0.499
F 5.3302 12.5410 11.7856 0.8 -0.1 -0.5 -0.323
C 5.9661 9.1843 5.7346 -0.9 0.7 -2.1 0.593
N 9.4708 7.2853 11.2573 -0.4 2.1 -0.3 0.179
H 6.8643 12.1903 6.8496 -0.1 0.4 0.1 0.214
H 10.0712 9.6994 5.3679 0.4 -0.2 1.0 0.271
N 12.3927 5.4993 10.9387 1.3 0.5 0.2 1.093
C 8.1033 13.8436 9.7611 -1.1 0.1 1.3 0.234
F 6.1769 14.9144 10.6261 0.1 -0.3 -0.2 -0.358
C 6.4810 12.5988 11.0817 0.8 0.9 -0.8 -0.096
H 12.5286 8.0387 10.6846 -1.6 0.5 1.1 0.336
C 8.9336 12.7715 9.7120 -0.1 -1.9 -0.2 0.402
F 6.9378 10.3438 11.4559 -0.1 -0.5 0.2 -0.361
O 8.7099 11.2008 7.0894 -0.2 -0.8 -0.1 -0.308
O 8.2425 8.8632 4.9968 1.1 0.9 0.1 -0.443
N 11.1668 5.8624 11.3022 -0.5 0.4 -0.5 -0.714
N 11.1979 9.8576 7.5545 -1.5 -0.6 -1.0 -0.509
C 5.1850 11.9758 8.2060 -0.3 0.0 0.2 -0.376
C 7.3514 11.5112 10.9576 -1.1 0.3 0.6 0.384
```
Positions in Å, forces in eV/Å.

Computed properties:
Lowest unoccupied orbital energy, eV: 2.39
Charge: -1

3.
Molecular formula: C4H6
Method: DFT, the ωB97M-V functional and the def2-TZVPD basis

The geometry in XYZ format:
```
10
Properties=species:S:1:pos:R:3:forces:R:3:mulliken_charge:R:1
H 1.0905 0.4087 -1.7970 -0.1 0.8 -0.5 0.192
H 0.6749 0.0367 2.7077 -1.4 -0.2 -1.0 0.257
H -0.5288 0.1129 -2.7029 -0.5 -0.3 -1.4 0.310
H -1.1146 0.0931 1.9196 -0.6 -1.1 1.0 0.285
C 0.3511 -0.0297 0.6294 0.6 1.0 -3.0 -0.072
H 1.3216 0.4358 0.3657 0.0 -1.1 0.4 0.189
C -0.0661 -0.1387 1.8674 0.9 1.3 1.3 -0.669
H -1.2700 -0.9357 -0.5463 -0.8 1.0 0.0 0.305
C -0.4917 -0.1722 -0.6167 1.9 -0.7 -0.3 -0.086
C 0.0330 0.1892 -1.8270 -0.2 -0.8 3.5 -0.711
```
Positions in Å, forces in eV/Å.

Computed properties:
SMILES string: C=CC=C
Lowest unoccupied orbital energy, eV: 0.86

4.
Molecular formula: C43H41F2HfIN4O2Te
Method: DFT, the ωB97M-V functional and the def2-TZVPD basis

The geometry in XYZ format:
```
95
Properties=species:S:1:pos:R:3:forces:R:3:mulliken_charge:R:1
H -3.9823 4.3718 -1.6912 -0.1 0.1 0.0 0.427
C -2.1817 -1.0771 1.1293 -0.4 0.1 0.0 1.337
C 2.2127 -0.6448 2.1692 -0.1 -0.2 -0.2 -1.225
C 1.7175 -0.2057 3.4492 0.0 0.0 0.3 1.393
N 0.8998 0.5855 6.0151 -0.3 0.1 0.1 -0.679
C -1.3152 -5.1062 3.2005 -0.1 -0.1 0.1 -1.031
C 4.0462 -0.6958 4.4289 0.0 -0.2 0.2 -0.924
C -4.6171 -2.4944 1.4943 0.0 0.1 0.0 -0.815
C 2.7817 -1.3823 -2.4620 0.0 0.0 0.0 -0.565
H -2.1464 -2.7448 4.2165 0.0 0.0 0.0 0.308
C 0.8582 1.1075 -5.7588 -0.1 -0.1 0.1 1.065
C -2.2000 -2.4535 1.4307 0.2 0.0 0.0 0.916
O -0.4332 0.5443 2.7298 0.3 -0.3 0.1 -0.564
C -0.0337 -0.3582 -7.4717 0.0 0.0 -0.1 0.505
H 1.7921 0.7309 -7.6363 0.1 0.0 -0.1 0.350
Hf -0.3862 0.3355 0.7395 -0.1 -0.6 -0.3 -1.315
C 1.9817 -1.2837 -1.3358 0.1 0.0 -0.1 0.476
C 0.9004 4.5498 2.6337 0.0 -0.1 -0.1 -0.873
C 1.9244 2.5837 1.6550 0.0 0.1 0.0 -0.422
H -2.1762 -0.8038 -3.6188 0.0 -0.1 0.2 -0.090
C -1.1109 -0.6163 -6.6441 0.1 0.1 0.1 -1.102
F -1.2519 5.1640 1.9872 0.2 -0.1 0.0 -0.372
C 2.6031 -0.2833 4.5678 -0.2 0.1 0.1 -0.066
C -3.2399 3.6428 -1.4054 0.0 -0.1 -0.1 -0.760
H -0.7637 -4.0111 0.9585 0.0 0.0 0.0 0.743
Te -0.2337 1.7659 -3.0019 0.0 0.0 -0.2 0.373
H -2.4283 0.4274 -1.7528 0.0 0.1 0.0 0.653
C -3.4386 -0.4487 1.0951 -0.1 0.2 -0.1 -0.519
H 3.2190 -1.0566 2.1953 -0.1 0.1 0.0 1.152
H -2.3999 -5.0921 3.3866 0.0 0.0 0.0 0.354
C -0.2098 4.3093 1.8480 0.0 0.1 0.0 0.257
H -5.5385 -3.0471 1.6099 -0.1 0.0 0.0 0.406
C -2.4478 -0.3705 -4.5769 -0.1 0.2 0.1 -0.978
H 0.9823 -1.5936 -8.9079 0.1 0.0 0.0 0.331
C 2.1385 0.1271 5.7940 0.4 -0.2 -0.3 -0.980
N -0.7404 -3.7971 3.0072 0.1 0.0 0.0 0.168
C -3.2404 2.4111 -1.9485 -0.1 0.1 -0.1 -0.838
H -1.1223 -5.7296 2.3293 0.0 -0.1 0.0 0.324
H -3.5010 0.6259 0.9139 0.0 -0.2 0.0 0.312
H -0.6670 -3.3058 5.0263 0.0 0.0 0.0 0.424
H 4.1511 -1.7139 4.0411 0.0 0.1 0.0 0.379
H 2.7937 1.9360 1.6323 0.0 -0.1 0.0 0.515
C -1.2938 1.2447 5.2409 -0.1 0.0 0.0 -1.293
C -1.2320 -0.0407 -5.3824 0.2 0.1 0.0 1.142
H 2.7852 0.0967 6.6616 0.1 0.0 0.0 0.398
C 0.0765 0.7077 5.0077 0.0 0.0 -0.2 1.111
H 2.4935 1.6182 -4.4661 0.1 0.0 0.1 0.307
C 2.4858 -0.7919 -0.1332 0.1 -0.1 -0.1 0.045
C 3.8192 -0.3805 -0.0929 -0.1 -0.1 -0.2 -0.613
H 4.2174 0.0694 0.8026 0.1 0.1 0.1 0.429
C -0.9053 -3.2088 1.6893 0.2 0.2 -0.2 -1.137
H -2.1097 5.0193 -0.1486 0.0 0.0 0.0 0.543
N 1.6379 -0.6024 0.9972 0.5 0.2 0.6 0.318
H -3.0804 -1.0801 -5.1045 -0.1 0.0 0.0 0.405
C 0.9406 0.5080 -7.0074 0.0 0.0 0.0 -1.084
H -0.0625 -2.5102 1.5497 -0.2 -0.1 0.0 -0.369
H 4.5188 -0.6774 5.4191 -0.1 0.0 -0.1 0.405
C 1.9661 3.6771 2.4955 0.0 0.0 -0.1 0.242
H -0.8441 -5.5783 4.0646 0.0 0.0 0.0 0.341
H -0.6054 -1.9316 3.9189 0.0 0.0 0.0 0.416
C -2.2224 3.9997 -0.4735 0.2 -0.2 0.3 -0.433
H -1.8881 -1.2839 -6.9862 -0.1 -0.1 0.0 0.248
H 4.7318 -1.0726 -3.2721 0.1 0.0 -0.1 0.414
H -3.9687 2.1104 -2.6862 0.0 0.0 -0.1 0.452
H 0.9333 5.3871 3.3118 0.0 0.1 0.1 0.507
H -3.0377 0.5275 -4.3744 0.0 0.0 0.0 0.166
H -3.3824 -4.2147 1.7502 0.0 0.0 0.0 0.481
O 4.7543 0.1368 3.5213 0.1 0.2 -0.1 -0.495
H 2.3622 -1.7421 -3.3897 0.0 0.0 -0.1 0.481
H 0.1307 -0.2280 -9.6102 0.0 0.0 0.0 0.338
H -0.7736 -1.6267 -9.0383 -0.1 0.0 0.0 0.339
C -0.2830 3.2369 0.9574 0.0 0.3 -0.1 0.570
C -4.6346 -1.1256 1.2835 -0.1 0.0 0.0 -1.015
N -1.5629 1.6965 -0.3669 -0.1 0.7 0.1 1.329
C -1.4245 3.0190 0.0352 0.0 0.3 -0.2 0.105
H -1.4705 1.3265 6.3076 0.0 0.0 0.1 0.408
H 5.6514 -0.1688 -1.1588 0.1 0.0 0.0 0.444
C 0.4464 0.3504 3.6734 0.2 0.0 0.2 0.410
H 2.6717 2.1767 -6.1329 0.1 0.0 0.0 0.378
C 4.1108 -0.9984 -2.3949 -0.1 0.0 0.0 -0.714
C 1.9581 2.0243 -5.3253 0.1 0.2 0.0 -1.838
H 1.5640 2.9955 -5.0195 0.0 0.0 0.0 0.339
C -0.2377 0.8344 -4.9241 -0.1 -0.1 -0.1 0.096
H -1.3967 2.2267 4.7803 0.0 0.1 -0.1 0.243
H -5.5737 -0.5874 1.2484 0.0 0.0 0.0 0.464
C 4.6248 -0.4983 -1.2110 0.0 0.0 0.1 -0.988
C -3.3986 -3.1473 1.5705 0.0 -0.1 0.0 -0.506
C -1.0642 -2.9030 4.0931 0.0 0.1 0.1 -1.152
F 3.0750 3.8942 3.2451 -0.1 0.0 -0.1 -0.384
I -0.0193 -1.8468 -1.4834 0.0 0.0 0.2 0.355
C -2.1978 1.4758 -1.5805 -0.2 -0.5 -0.1 -1.043
C 0.0807 -0.9868 -8.8296 0.0 0.0 0.0 -1.472
H -2.0426 0.6013 4.7817 -0.1 0.0 0.0 0.280
H 4.6875 1.0466 3.8366 0.0 0.0 0.0 0.345
C 0.7922 2.3222 0.8768 -0.2 0.2 0.3 0.191
```
Positions in Å, forces in eV/Å.

Computed properties:
Lowest unoccupied orbital energy, eV: -1.53

5.
Molecular formula: C8H9N5
Method: DFT, the ωB97M-V functional and the def2-TZVPD basis

The geometry in XYZ format:
```
22
Properties=species:S:1:pos:R:3:forces:R:3:mulliken_charge:R:1
H -0.1887 -3.3322 2.4926 -2.5 3.4 2.0 0.337
H 2.0707 1.2627 1.6508 -0.2 0.5 0.9 0.391
N 1.1138 2.1761 -2.8949 -3.7 -2.1 -1.4 -0.438
H -1.5036 -1.9250 0.4726 1.9 1.3 2.5 -0.072
C -0.7214 -1.1472 0.9289 -2.3 -6.3 2.3 -0.375
H -1.9325 -1.7153 -2.6849 1.7 2.2 3.9 0.251
C 0.4178 1.5021 -1.8749 4.5 4.6 3.8 0.403
C -0.1338 -1.2956 2.1912 -1.4 2.5 -1.0 0.032
H 0.2455 -2.4469 3.6153 1.4 0.4 2.4 0.330
H 0.7212 1.9462 -3.9119 1.8 0.9 3.2 0.281
C 0.3839 0.8340 0.3636 3.6 -0.4 0.4 0.242
C 0.7689 -0.2426 2.5715 -0.2 -0.5 -0.5 -0.366
H 1.1470 -0.0487 3.5510 0.4 -1.0 0.8 0.403
C -0.8362 -0.1892 -1.3290 -2.0 -6.7 1.5 0.504
C 1.1711 0.6658 1.6605 -2.0 1.5 -3.7 -0.671
N -0.5993 -2.2354 3.1625 1.5 -4.7 -4.2 -0.708
C -0.3530 -0.3168 -0.0239 1.5 6.6 -0.4 0.858
H 1.9665 2.6091 -2.6503 0.6 0.5 -0.2 0.226
N -0.3886 0.5870 -2.2127 -2.1 -1.0 -3.3 -0.597
N 0.7689 1.8423 -0.5103 -0.8 -2.2 -2.9 -0.804
N -1.5795 -1.3657 -1.6161 -3.2 -3.5 -4.1 -0.472
H -1.9178 -2.2421 -0.9612 1.7 3.9 -2.1 0.244
```
Positions in Å, forces in eV/Å.

Computed properties:
Lowest unoccupied orbital energy, eV: 0.22

Total energy for the records above, in order: -49394.6321 -70138.7034 -4242.8540 -77447.0325 -15887.9796 eV
HOMO energy for the records above, in order: -8.47 -6.02 -8.87 -6.63 -7.29 eV
ΔE to the lowest compared entry with this formula, charge and spin for the records above, in order: 14.160 0.000 1.107 1.248 5.534 eV